17
Properties=species:S:1:pos:R:3:forces:R:3:lowdin_charge:R:1 method="wB97M-V/def2-TZVPD" de_lowest_kcal_mol=80.9 e_lumo_ev=0.7 spin_multiplicity=1 gap_ev=10.00
C 2.240839 0.468335 -0.759506 1.4900 2.3531 2.7387 -0.017
C 2.172067 1.826069 1.297471 -0.2047 -1.7538 -1.1662 -0.112
C 1.527197 0.882330 0.313978 1.7566 -0.0245 -2.0281 -0.263
N -2.092109 -2.106627 0.524353 -0.3299 1.9525 -0.1548 -0.203
N -2.695265 -0.890223 -1.732002 -1.0493 -1.4254 -0.7607 -0.253
O -1.899975 0.480389 0.147932 0.4172 -0.4627 0.5316 -0.506
S -1.487972 -0.775974 -0.480300 -2.8084 -1.2906 -0.7874 0.798
H 3.329294 0.929479 -0.807879 -2.3056 -1.4895 -0.4783 0.095
H -2.541169 -1.720819 1.378950 0.7460 -0.5849 -0.7094 0.055
H 1.819361 -0.233395 -1.401907 -0.1725 -0.9524 -1.4657 0.005
H 1.617560 2.722013 1.206992 -0.9658 1.0187 1.1574 0.053
H 3.135091 2.131974 0.837006 -0.0397 -0.7116 1.1098 0.071
H 2.110246 1.186044 2.217777 0.6794 1.6981 -0.1252 0.097
H 0.496391 0.593825 0.428666 -0.1152 -0.0435 0.3163 0.021
H -1.422942 -2.845819 0.643931 0.2891 -0.0128 0.4325 0.016
H -3.710727 -0.960371 -1.370277 2.3350 0.2657 -0.2706 0.078
H -2.597887 -1.687230 -2.445184 0.2779 1.4636 1.6601 0.065